The following is a DFT calculation (ωB97M-V/def2-TZVPD) of a cluster of 2 separate species, C27H31O3Si in total.

ORCA input file:
```
! RIJCOSX wB97M-V def2-TZVPD def2/J DEFGRID3
* xyz 1 1
C 1.87 0.88 4.81
Si 2.43 -0.14 3.35
C 4.31 -0.17 3.26
C 1.88 -1.93 3.42
C 1.60 0.77 1.86
C 0.44 1.47 1.93
O 2.07 0.61 0.55
C 3.42 0.51 0.18
C 3.83 -0.71 -0.38
C 5.19 -0.95 -0.52
C 6.12 0.06 -0.25
C 5.68 1.31 0.19
C 4.32 1.57 0.37
H 1.77 0.27 5.72
H 2.59 1.68 5.01
H 0.90 1.34 4.60
H 4.73 -0.94 3.92
H 4.63 -0.37 2.23
H 4.74 0.79 3.55
H 1.99 -2.35 4.44
H 0.83 -1.99 3.12
H 2.48 -2.55 2.74
H -0.01 1.85 1.01
H -0.05 1.61 2.89
H 3.07 -1.46 -0.62
H 5.52 -1.92 -0.87
H 7.19 -0.14 -0.38
H 6.40 2.11 0.38
H 3.97 2.55 0.70
C -8.48 5.09 3.77
O -7.95 4.14 2.80
C -6.63 3.81 2.83
C -6.15 2.96 1.79
C -4.80 2.78 1.59
C -3.82 3.46 2.39
C -2.40 3.53 2.09
C -1.60 4.69 2.27
C -0.20 4.58 2.05
C 0.65 5.63 2.31
C 0.14 6.86 2.78
O 1.10 7.81 2.96
C 2.40 7.20 2.60
C 2.14 5.76 2.17
C -1.26 7.05 2.93
C -2.10 6.00 2.64
C -4.34 4.11 3.55
C -5.70 4.31 3.76
H -9.53 5.21 3.50
H -8.40 4.70 4.80
H -7.96 6.07 3.71
H -6.90 2.51 1.13
H -4.45 2.13 0.79
H -1.92 2.69 1.60
H 0.22 3.65 1.70
H 2.86 7.79 1.79
H 3.04 7.24 3.50
H 2.70 5.05 2.80
H 2.45 5.58 1.13
H -1.59 8.03 3.28
H -3.18 6.16 2.70
H -3.65 4.45 4.32
H -6.05 4.91 4.60
*
```

The HOMO-LUMO gap comes out at 0.210 Eh. The highest occupied orbital energy comes out at -10.7819 eV. The energy comes out at -1562.36844 hartree. For the energy above the lowest of the compared OMol25 structures with the same formula, charge and spin, the calculation gives 2.783 eV.

Here are the Löwdin charges for atoms 1 to 2, given in e: -0.171 0.569